DFT (ωB97M-V/def2-TZVPD) results for a molecular structure, C28H14AlBrI2N5O3Se at a distorted geometry.

The value obtained for the electronic energy is -7388.26511 Ha. The calculation puts the LUMO energy at -3.73 eV. The HOMO energy is -0.3912 Eh. For the frontier orbital gap, the calculation gives 0.254 Ha.

Structure (ORCA input):
```
! RIJCOSX wB97M-V def2-TZVPD def2/J DEFGRID3
* xyz 1 1
Al 0.13 0.55 -0.76
I -0.10 5.38 -1.49
C 1.60 4.18 -1.25
C 2.88 4.73 -1.16
C 3.99 3.92 -1.06
I 5.89 4.82 -0.92
C 3.85 2.51 -1.02
C 4.89 1.56 -1.04
C 4.57 0.22 -0.96
C 3.24 -0.18 -0.80
N 2.24 0.69 -0.82
C 2.54 2.00 -0.99
C 1.40 2.82 -1.17
O 0.23 2.23 -1.23
H 2.99 5.80 -1.20
H 5.91 1.89 -1.12
H 5.34 -0.53 -1.03
H 2.97 -1.22 -0.66
Se -5.40 0.73 4.35
N -5.37 0.73 2.60
C -4.12 0.75 2.18
C -3.72 0.78 0.80
C -4.61 0.78 -0.28
C -4.10 0.81 -1.56
C -2.72 0.81 -1.74
N -1.87 0.80 -0.73
C -2.34 0.79 0.52
C -1.35 0.77 1.58
N -0.06 0.72 1.21
C 0.88 0.74 2.15
C 0.58 0.79 3.50
C -0.74 0.79 3.91
C -1.74 0.78 2.93
C -3.15 0.76 3.23
N -3.65 0.75 4.44
H -5.67 0.76 -0.08
H -4.76 0.81 -2.42
H -2.29 0.82 -2.74
H 1.90 0.70 1.80
H 1.39 0.81 4.23
H -1.02 0.79 4.95
Br -2.96 -3.97 -0.38
C -1.19 -4.40 -0.89
C -0.85 -5.73 -1.07
C 0.43 -6.08 -1.46
C 1.38 -5.09 -1.69
C 1.04 -3.76 -1.52
C -0.23 -3.40 -1.09
C -0.49 -1.99 -0.73
O -1.24 -1.68 0.17
O 0.22 -1.07 -1.36
H -1.60 -6.49 -0.89
H 0.69 -7.12 -1.58
H 2.38 -5.36 -1.99
H 1.78 -2.99 -1.68
*
```

---

DFT (ωB97M-V/def2-TZVPD) results for a molecular structure, C28H16Cl5F5LuN3O10PS.

The value obtained for the electronic energy is -6769.06718 Ha. The calculation puts the LUMO energy at 1.82 eV. The HOMO energy is -0.1885 Eh. The value obtained for the energy relative to the best compared isomer or geometry (same formula, charge and spin) is 0.207 eV. For the frontier orbital gap, the calculation gives 0.255 Ha.

Structure (ORCA input):
```
! RIJCOSX wB97M-V def2-TZVPD def2/J DEFGRID3
* xyz -1 1
Lu -0.36 0.42 -0.37
Cl 1.00 2.57 -7.50
C 0.45 2.31 -5.88
C 0.80 1.17 -5.18
Cl 1.82 -0.03 -5.92
C 0.35 0.98 -3.89
Cl 0.80 -0.45 -3.01
C -0.46 1.91 -3.20
O -0.86 1.72 -2.00
C -0.81 3.06 -3.94
Cl -1.80 4.23 -3.14
C -0.37 3.25 -5.24
Cl -0.82 4.69 -6.09
O 3.30 5.00 1.46
C 4.04 4.08 0.87
O 5.25 4.10 0.89
C 3.32 3.01 0.11
C 3.99 2.12 -0.70
N 3.07 1.30 -1.23
N 1.84 1.59 -0.82
C 1.97 2.62 0.00
C 0.74 3.14 0.68
O 0.80 4.26 1.18
O -0.27 2.37 0.66
H 2.32 4.83 1.32
H 5.04 2.04 -0.93
H 3.19 0.54 -1.88
F -7.37 1.00 0.52
C -6.22 0.54 0.01
C -5.01 1.10 0.37
F -4.99 2.10 1.26
C -3.85 0.60 -0.18
F -2.70 1.18 0.24
C -3.79 -0.44 -1.08
S -2.28 -1.05 -1.75
C -5.03 -0.97 -1.42
F -5.11 -1.99 -2.29
C -6.22 -0.50 -0.90
F -7.39 -1.06 -1.26
C 3.67 -3.47 -1.70
O 2.33 -3.31 -1.25
P 2.04 -1.96 -0.36
O 0.44 -2.17 -0.20
C -0.29 -3.36 -0.57
O 2.68 -2.38 1.05
C 2.16 -3.49 1.79
H 3.84 -4.53 -1.87
H 4.39 -3.12 -0.96
H 3.83 -2.94 -2.64
H -1.23 -3.31 -0.02
H 0.29 -4.23 -0.30
H -0.51 -3.34 -1.63
H 2.60 -3.46 2.79
H 2.43 -4.43 1.30
H 1.08 -3.43 1.87
O 0.96 0.06 1.48
C 0.00 -0.38 2.15
N -1.16 -0.67 1.56
C -2.04 -1.16 2.53
O -3.17 -1.54 2.38
C -1.28 -1.16 3.86
C -1.67 -1.55 5.12
C -0.73 -1.41 6.15
C 0.54 -0.90 5.89
C 0.92 -0.52 4.60
C -0.02 -0.66 3.61
H -2.66 -1.93 5.31
H -0.99 -1.69 7.16
H 1.25 -0.80 6.71
H 1.90 -0.11 4.39
*
```

---

DFT (ωB97M-V/def2-TZVPD) results for a molecular structure, C28H17BrClN6O9W.

The value obtained for the electronic energy is -5183.07313 Ha. The calculation puts the LUMO energy (spin up / spin down) at -12.74 / -12.74 eV. The HOMO energy (spin up / spin down) is -0.6345 / -0.6346 Eh. The value obtained for the energy relative to the best compared isomer or geometry (same formula, charge and spin) is 0.558 eV. For the frontier orbital gap (spin up / spin down), the calculation gives 0.166 / 0.167 Ha.

Structure (ORCA input):
```
! RIJCOSX wB97M-V def2-TZVPD def2/J DEFGRID3
* xyz 3 1
W 0.52 0.62 0.08
Cl 4.55 -3.53 4.72
C 3.86 -2.57 3.54
C 4.69 -1.89 2.61
C 4.13 -1.09 1.65
C 2.71 -0.95 1.60
O 2.19 -0.21 0.68
C 1.88 -1.65 2.53
C 0.44 -1.57 2.41
N -0.21 -0.81 1.59
C -1.64 -0.92 1.57
C -2.39 -2.01 1.94
C -3.79 -1.90 1.98
C -4.41 -0.71 1.70
C -3.66 0.42 1.30
C -4.20 1.70 1.05
C -3.36 2.73 0.71
C -2.00 2.48 0.52
N -1.46 1.27 0.71
C -2.27 0.27 1.17
C 2.45 -2.45 3.48
H 5.76 -2.01 2.68
H 4.73 -0.56 0.93
H -0.12 -2.21 3.08
H -1.93 -2.96 2.19
H -4.37 -2.76 2.26
H -5.49 -0.62 1.79
H -5.26 1.86 1.16
H -3.73 3.73 0.56
H -1.35 3.27 0.17
H 1.86 -3.00 4.20
O 0.26 4.44 -4.88
C 0.25 3.74 -3.77
C 1.18 3.87 -2.73
C 1.06 3.06 -1.64
N 0.08 2.12 -1.48
C -0.82 2.01 -2.50
Br -2.23 0.77 -2.40
C -0.77 2.79 -3.63
H 0.98 5.09 -4.93
H 1.98 4.60 -2.76
H 1.78 3.14 -0.85
H -1.51 2.68 -4.41
O 1.50 2.76 1.93
N 1.13 1.99 1.19
O 1.72 0.18 -1.71
C 0.92 -0.76 -2.01
O 0.00 -0.98 -1.12
C 0.97 -1.51 -3.25
C 0.07 -2.56 -3.46
C 0.13 -3.24 -4.65
C 1.04 -2.93 -5.64
C 1.91 -1.87 -5.41
C 1.90 -1.16 -4.23
N 2.88 -1.49 -6.46
O 3.44 -0.42 -6.30
O 3.03 -2.25 -7.38
N -0.83 -4.36 -4.87
O -1.67 -4.52 -4.01
O -0.69 -5.00 -5.88
H -0.67 -2.83 -2.72
H 1.08 -3.49 -6.57
H 2.59 -0.34 -4.10
*
```